Entry 1:
{"formula": "H2O2Si2", "method": "ωB97M-V/def2-TZVPD", "symbols": ["O", "O", "Si", "Si", "H", "H"], "coordinates": [[0.497913, 1.253152, -2.076301], [-0.784132, 0.522227, 0.337443], [-1.728921, -0.577321, 1.223676], [0.446262, 0.646859, -0.697435], [-0.839474, -1.592694, 1.121092], [2.408351, -0.252223, 0.091525]], "forces_ev_per_angstrom": [[-0.139, 0.092, -0.115], [0.116, -0.131, -0.095], [-2.244, 2.983, 0.240], [2.735, -1.201, 1.152], [2.413, -2.948, -0.260], [-2.881, 1.206, -0.922]], "homo_lumo_gap_ev": 8.273, "largest_force_ev_per_a": 3.8, "energy_ha": -730.58809, "relative_energy_kj_mol": 250.6, "multiplicity": 1, "homo_energy_ev": -9.6}

Entry 2:
{"formula": "C3H10N2O3", "method": "ωB97M-V/def2-TZVPD", "symbols": ["C", "N", "C", "O", "O", "C", "N", "H", "H", "H", "H", "H", "H", "H", "H", "H", "H", "O"], "coordinates": [[0.266245, 0.420016, 0.941331], [-1.006026, -0.218499, 1.337916], [-1.343205, -1.600792, 1.108387], [-0.325517, -2.336722, 0.539588], [-2.334049, -2.108412, 1.665935], [0.273511, 1.901122, 0.722753], [1.160648, 2.153384, -0.458254], [0.805596, -0.043456, 1.840040], [0.732863, -0.122138, -0.053048], [-1.637715, 0.389132, 1.602324], [-0.624343, -3.317557, 0.737421], [0.614995, 2.644185, 1.573477], [-0.697488, 2.172232, 0.437038], [1.886064, 1.344213, -0.417865], [1.533235, 3.092901, -0.247043], [-0.264866, -0.887166, -3.467864], [0.438262, -1.997872, -4.318289], [0.521787, -1.484573, -3.543843]], "forces_ev_per_angstrom": [[1.772, -4.319, 0.506], [3.111, -5.207, -3.891], [-0.464, 1.307, 3.195], [-2.011, -1.596, 0.932], [1.969, 0.898, -2.048], [1.889, 1.145, 0.505], [0.813, -1.062, 1.167], [0.960, 1.620, -1.495], [-1.437, 1.273, 2.421], [-4.525, 2.951, 1.684], [0.792, 2.756, -0.686], [-0.821, -2.022, -1.019], [-1.616, 0.641, -0.290], [-1.051, 2.633, -0.241], [0.606, -1.032, -0.758], [1.087, -0.991, -0.348], [-0.410, -0.726, -1.368], [-0.664, 1.728, 1.734]], "homo_lumo_gap_ev": 10.092, "largest_force_ev_per_a": 7.2, "energy_ha": -455.48325, "relative_energy_kj_mol": 232.0, "multiplicity": 1, "homo_energy_ev": -9.4, "smiles": "NCCNC(=O)O.O"}

Entry 3:
{"formula": "C36H32BiNO2P2", "method": "ωB97M-V/def2-TZVPD", "symbols": ["C", "C", "C", "C", "C", "C", "P", "C", "C", "C", "C", "C", "C", "Bi", "P", "C", "C", "C", "C", "C", "C", "C", "C", "C", "C", "C", "C", "C", "C", "C", "C", "C", "C", "C", "C", "C", "C", "C", "C", "H", "H", "H", "H", "H", "H", "H", "H", "H", "H", "H", "H", "H", "H", "H", "H", "H", "H", "H", "H", "H", "H", "H", "H", "H", "H", "H", "H", "H", "H", "H", "H", "O", "N", "O"], "coordinates": [[-1.519124, 0.085302, -1.747997], [-1.182689, 1.268679, -1.064294], [-0.543089, 2.307432, -1.762068], [-0.307086, 2.191423, -3.126371], [-0.697755, 1.039688, -3.810096], [-1.275623, -0.024796, -3.113708], [-1.446151, 1.402988, 0.730833], [-1.653845, 3.201731, 1.035445], [-0.616649, 3.955116, 1.620636], [-0.770101, 5.327248, 1.825545], [-1.936030, 5.978839, 1.407007], [-2.962556, 5.235849, 0.812698], [-2.840855, 3.849016, 0.660601], [0.689277, 0.713036, 2.099848], [1.726295, -1.131463, 0.525798], [2.457268, -0.193445, -0.856495], [2.371782, -0.634172, -2.184652], [2.889956, 0.139999, -3.221329], [3.406747, 1.410475, -2.961891], [3.437247, 1.890043, -1.648437], [3.017924, 1.074302, -0.599931], [3.103333, -1.869535, 1.482691], [2.795247, -2.582102, 2.659146], [3.797784, -2.885744, 3.580204], [5.125535, -2.531298, 3.312011], [5.448127, -1.931506, 2.091266], [4.448148, -1.634912, 1.163085], [0.830109, -2.569818, -0.130349], [-0.509833, -2.812757, 0.240927], [-1.185323, -3.917760, -0.275145], [-0.517354, -4.827302, -1.100566], [0.821945, -4.615595, -1.436885], [1.493052, -3.487477, -0.961555], [-3.055332, 0.578879, 0.966861], [-4.045263, 0.575387, -0.029689], [-5.269544, -0.055772, 0.202755], [-5.532128, -0.667399, 1.429836], [-4.544351, -0.684996, 2.420396], [-3.309668, -0.087708, 2.181595], [1.754245, -2.854117, 2.859299], [3.543948, -3.380062, 4.520413], [5.905670, -2.713689, 4.058348], [6.488030, -1.682052, 1.869978], [4.708599, -1.205330, 0.194121], [1.908454, -1.588698, -2.418285], [2.871935, -0.242360, -4.244872], [3.771662, 2.034362, -3.781713], [3.785598, 2.905382, -1.438236], [3.085073, 1.437720, 0.430198], [-1.001952, -2.139292, 0.944418], [-2.234814, -4.072014, -0.018106], [-1.040132, -5.709557, -1.475246], [1.347147, -5.329581, -2.073153], [2.535761, -3.328600, -1.244313], [-3.870481, 1.033436, -1.004484], [-6.021931, -0.078042, -0.587387], [-6.496900, -1.147775, 1.610489], [-4.727457, -1.174628, 3.377873], [-2.511473, -0.150330, 2.921933], [0.319019, 3.470228, 1.925801], [0.033833, 5.884959, 2.313633], [-2.043787, 7.059448, 1.553799], [-3.868934, 5.743853, 0.476067], [-3.670614, 3.275436, 0.248166], [-0.235399, 3.208259, -1.233654], [0.200705, 2.996423, -3.662885], [-0.504494, 0.962390, -4.876582], [-1.524294, -0.947253, -3.645045], [-1.983509, -0.744947, -1.216515], [-0.239220, -0.541389, -6.072402], [-0.716592, -0.994732, -5.712399], [-0.865627, -1.623812, 5.171926], [-0.405323, -0.660821, 4.666519], [-0.436173, -0.782688, 3.144570]], "forces_ev_per_angstrom": [[0.118, 0.026, 0.091], [0.675, -0.190, -0.320], [-0.057, -0.110, 0.252], [0.018, -0.042, -0.114], [0.189, 0.119, 0.345], [0.060, 0.116, -0.123], [-1.684, 0.870, -1.549], [0.365, 0.129, 0.486], [-0.288, -0.161, -0.119], [0.088, 0.040, -0.025], [0.120, -0.310, 0.005], [0.117, -0.143, 0.084], [0.069, 0.136, -0.041], [-0.436, -0.953, 1.040], [1.289, -1.515, -1.048], [-0.207, 0.478, -0.229], [0.015, -0.088, 0.104], [0.063, 0.201, -0.001], [-0.101, -0.080, 0.133], [0.112, 0.009, 0.074], [-0.418, -0.078, -0.026], [0.087, 0.108, 0.409], [-0.199, 0.441, 0.100], [0.040, -0.058, -0.135], [-0.173, 0.154, -0.087], [0.003, -0.236, 0.027], [-0.059, 0.410, 0.020], [-1.038, -0.092, 0.257], [0.454, 0.194, -0.269], [0.074, -0.046, 0.061], [-0.025, 0.182, 0.070], [-0.040, 0.193, 0.132], [0.113, -0.027, 0.013], [0.011, -0.658, 0.722], [-0.060, 0.021, -0.178], [0.125, 0.073, 0.072], [0.240, -0.007, 0.121], [-0.060, 0.010, -0.140], [0.147, 0.253, -0.073], [0.301, 0.103, 0.085], [0.064, 0.093, -0.367], [-0.328, 0.018, -0.348], [-0.355, -0.152, -0.016], [-0.016, 0.094, 0.363], [0.079, 0.245, 0.013], [-0.053, 0.123, 0.366], [-0.125, -0.223, 0.302], [0.009, -0.439, -0.075], [0.122, 0.001, -0.264], [-0.019, -0.138, -0.189], [0.350, -0.028, -0.022], [0.162, 0.305, 0.103], [-0.142, 0.241, 0.204], [-0.259, -0.112, 0.170], [-0.033, -0.067, 0.325], [0.240, 0.089, 0.244], [0.343, 0.178, -0.078], [0.037, 0.125, -0.308], [-0.460, 0.048, -0.154], [-0.317, 0.338, -0.071], [-0.315, -0.157, -0.222], [0.036, -0.506, -0.079], [0.260, -0.250, 0.152], [0.195, 0.176, 0.047], [-0.096, -0.110, -0.123], [-0.255, -0.219, 0.195], [-0.136, 0.079, 0.364], [-0.019, 0.323, 0.249], [0.119, 0.182, -0.136], [-0.215, -0.399, 0.027], [0.254, 0.093, -0.325], [1.366, 3.011, -2.015], [-1.082, -2.690, 0.761], [0.542, 0.254, 0.681]], "homo_lumo_gap_ev": 7.605, "total_charge": 2, "largest_force_ev_per_a": 3.9, "energy_ha": -2492.93162, "multiplicity": 1, "homo_energy_ev": -14.5}

Entry 4:
{"formula": "C28H46BrKN9O6", "method": "ωB97M-V/def2-TZVPD", "symbols": ["K", "C", "C", "C", "C", "C", "C", "N", "C", "C", "N", "C", "C", "O", "O", "C", "C", "C", "C", "C", "C", "N", "C", "C", "N", "C", "C", "O", "O", "H", "H", "H", "H", "H", "H", "H", "H", "H", "H", "H", "H", "H", "H", "H", "H", "H", "H", "H", "H", "H", "H", "H", "H", "H", "H", "H", "H", "H", "H", "H", "H", "H", "H", "H", "H", "H", "H", "H", "N", "N", "N", "C", "N", "N", "H", "H", "H", "Br", "C", "C", "C", "C", "C", "C", "C", "O", "O", "H", "H", "H", "H"], "coordinates": [[-1.605794, 2.759819, -0.678295], [-3.647610, -3.598675, -0.420153], [-3.102168, -2.369057, 0.314166], [-2.466281, -2.789647, 1.635550], [-2.233192, -1.690790, 2.687768], [-1.199019, -2.187244, 3.693057], [-3.559003, -1.359698, 3.371796], [-1.738766, -0.428144, 2.033558], [-1.326574, 0.677904, 2.958432], [0.193992, 0.742649, 3.105391], [0.746730, 1.845122, 2.360576], [0.459263, 3.131766, 2.992675], [-0.794932, 3.904942, 2.493818], [-1.043220, 4.945286, 3.114299], [-1.397435, 3.397114, 1.517414], [2.129557, 1.681769, 1.918640], [3.087784, 1.229079, 3.028896], [2.302076, 0.956072, 0.570480], [2.087271, -0.549859, 0.285941], [2.866871, -0.809961, -1.017761], [2.643957, -1.485549, 1.357517], [0.632049, -0.801629, 0.099263], [0.277232, -2.180689, -0.245905], [-1.027138, -2.251433, -1.049034], [-2.170598, -1.558679, -0.467995], [-2.831455, -0.622588, -1.369594], [-3.435837, 0.615102, -0.673910], [-3.640106, 1.599088, -1.394763], [-3.636922, 0.563236, 0.579689], [-4.551429, -3.963895, 0.071578], [-2.930743, -4.422649, -0.439680], [-3.904073, -3.349868, -1.451202], [-3.943509, -1.711327, 0.533428], [-1.528502, -3.305096, 1.425748], [-3.107861, -3.536469, 2.114309], [-1.564813, -3.100236, 4.166542], [-1.006535, -1.455458, 4.478360], [-0.255014, -2.418980, 3.194663], [-3.997930, -2.276865, 3.766665], [-4.254576, -0.907979, 2.662878], [-3.431329, -0.669998, 4.205537], [-2.534508, -0.067342, 1.388207], [-0.953786, -0.612676, 1.379489], [-1.831977, 0.549177, 3.912205], [-1.682795, 1.601867, 2.500676], [0.617454, -0.183490, 2.721307], [0.459289, 0.795248, 4.178029], [1.295491, 3.813156, 2.821988], [0.366745, 3.035128, 4.084934], [2.444591, 2.696514, 1.660440], [2.844095, 0.246486, 3.430067], [3.051681, 1.941381, 3.856598], [4.116890, 1.189425, 2.663937], [3.336203, 1.169355, 0.275920], [1.677669, 1.490107, -0.154508], [3.929573, -0.610986, -0.864298], [2.495755, -0.158278, -1.809950], [2.780314, -1.844940, -1.352671], [3.669716, -1.209716, 1.606452], [2.661399, -2.514519, 0.990419], [2.057622, -1.471330, 2.275560], [0.342382, -0.214129, -0.687895], [0.215919, -2.775899, 0.669453], [1.036997, -2.676622, -0.866773], [-1.240687, -3.310537, -1.246338], [-0.824829, -1.792686, -2.016368], [-3.634285, -1.089570, -1.964647], [-2.094861, -0.248918, -2.077607], [3.562657, 5.573759, -0.448821], [2.518563, 4.941950, -1.126368], [2.706967, 4.242748, -2.221977], [1.475782, 3.787069, -2.441035], [0.617263, 4.198829, -1.495674], [1.302916, 4.947549, -0.664287], [3.989195, 6.221218, -1.105545], [3.107161, 6.110749, 0.284789], [1.171847, 3.155386, -3.264736], [2.015514, -3.680761, -7.488185], [1.459486, -2.293212, -6.311075], [1.449606, -2.525807, -4.947510], [1.039228, -1.506414, -4.099512], [0.645605, -0.271647, -4.598651], [0.671627, -0.066674, -5.973771], [1.075363, -1.071597, -6.838946], [0.189018, 0.859322, -3.671619], [-0.080096, 1.943691, -4.214042], [0.136873, 0.591815, -2.440656], [1.757999, -3.485939, -4.555370], [1.033541, -1.655658, -3.029760], [0.364267, 0.902564, -6.343684], [1.093182, -0.911640, -7.908522]], "forces_ev_per_angstrom": [[0.464, 0.089, -0.899], [-0.028, -0.035, -0.052], [-0.003, -0.024, 0.001], [-0.028, -0.071, 0.083], [0.110, 0.179, -0.049], [-0.044, -0.039, 0.027], [-0.035, -0.010, 0.033], [-0.073, 0.016, 0.137], [-0.121, -0.100, -0.171], [-0.014, -0.077, 0.061], [0.068, 0.182, -0.077], [0.098, -0.011, 0.052], [0.167, -0.034, 0.177], [0.029, -0.024, -0.002], [-0.159, 0.432, 0.735], [-0.023, -0.016, 0.018], [0.021, -0.013, 0.024], [0.007, 0.002, -0.022], [-0.095, -0.004, 0.004], [-0.006, -0.037, -0.021], [0.048, -0.030, 0.005], [0.039, -0.034, -0.073], [0.033, 0.055, 0.008], [0.001, -0.027, 0.038], [0.035, 0.022, -0.046], [-0.074, -0.005, 0.010], [-0.134, -0.158, -0.122], [-0.604, -0.408, -0.225], [0.077, 0.027, 0.007], [0.010, 0.004, 0.013], [0.025, 0.010, -0.005], [-0.016, 0.001, -0.003], [-0.010, 0.009, -0.015], [0.054, -0.005, -0.037], [0.009, 0.003, -0.016], [0.005, -0.007, -0.008], [-0.007, -0.006, 0.001], [0.011, 0.007, -0.002], [-0.005, 0.006, 0.011], [0.003, -0.012, 0.002], [-0.002, 0.007, -0.013], [0.068, 0.003, 0.116], [0.026, -0.017, 0.063], [0.030, -0.041, 0.000], [0.013, -0.011, 0.045], [0.023, -0.023, 0.018], [-0.029, 0.024, -0.007], [-0.006, 0.006, 0.001], [0.011, -0.018, -0.005], [0.005, -0.004, -0.021], [-0.022, -0.007, -0.002], [-0.006, 0.009, -0.006], [-0.008, 0.011, -0.014], [-0.004, -0.004, 0.021], [-0.009, -0.005, 0.004], [0.003, -0.002, 0.001], [0.011, 0.012, 0.006], [-0.004, 0.004, 0.002], [0.000, 0.004, -0.008], [-0.007, 0.003, -0.004], [-0.019, 0.011, 0.012], [0.022, -0.021, 0.051], [-0.004, -0.022, 0.028], [-0.009, 0.013, -0.003], [0.006, -0.003, -0.001], [-0.006, -0.005, 0.001], [0.003, 0.008, 0.021], [-0.017, 0.059, -0.009], [-0.101, 0.030, -0.093], [0.158, 0.042, 0.047], [-0.002, 0.017, 0.079], [0.068, 0.006, 0.006], [0.001, 0.097, 0.005], [0.042, -0.037, 0.000], [-0.017, -0.014, 0.032], [0.035, -0.053, 0.010], [0.005, 0.027, -0.004], [0.011, -0.026, -0.015], [-0.013, 0.036, 0.018], [0.002, -0.027, 0.011], [0.015, 0.053, -0.032], [-0.022, -0.007, -0.006], [-0.029, 0.036, 0.038], [0.010, -0.019, -0.020], [-0.041, -0.014, 0.036], [0.001, -0.009, -0.070], [-0.027, 0.024, 0.032], [-0.001, 0.005, -0.004], [0.000, -0.012, 0.040], [0.002, -0.006, -0.010], [-0.002, -0.003, 0.002]], "homo_lumo_gap_ev": 7.476, "total_charge": -1, "largest_force_ev_per_a": 1.0, "energy_ha": -5212.87865, "relative_energy_kj_mol": 85.0, "multiplicity": 1, "homo_energy_ev": -5.3}